[1]
C5H8Cl2Se | ωB97M-V with the def2-TZVPD basis set

HOMO	-0.3189	hartree
SMILES	ClC1(Cl)CCC[Se]C1
largest force on an atom	0.0714	Eh/bohr
frontier orbital gap	9.33	eV

Structure (ORCA input):
```
! RIJCOSX wB97M-V def2-TZVPD def2/J DEFGRID3
* xyz 0 1
C -0.896 0.654 0.962
C 0.430 0.960 0.291
C -1.784 -0.128 -0.043
C 0.628 -1.165 -1.094
C 1.270 -0.189 -0.059
Cl 2.761 0.456 -0.874
Cl 1.943 -0.965 1.428
Se -1.041 -1.910 -0.298
H -0.713 0.070 1.915
H -1.392 1.672 1.263
H 0.443 1.343 -0.730
H 1.052 1.627 0.953
H -2.798 -0.118 0.397
H -1.630 0.387 -0.917
H 0.449 -0.683 -2.112
H 1.278 -2.012 -1.083
*
```

***

[2]
C4H7NO | ωB97M-V with the def2-TZVPD basis set

HOMO	-0.3135	hartree
largest force on an atom	0.0626	Eh/bohr
frontier orbital gap	9.55	eV

Structure (ORCA input):
```
! RIJCOSX wB97M-V def2-TZVPD def2/J DEFGRID3
* xyz 0 1
C -0.992 -0.760 1.057
C 0.975 0.640 -1.301
C 0.236 -0.487 -1.191
C -0.730 -0.012 -0.202
O 1.182 1.342 0.970
N 0.490 1.432 -0.253
H 1.603 0.464 1.025
H 1.652 1.023 -2.054
H 0.269 -1.441 -1.698
H -1.546 0.602 -0.569
H -0.381 -1.663 1.141
H -0.715 -0.116 1.903
H -2.044 -1.024 1.172
*
```

***

[3]
C5H14N2O | ωB97M-V with the def2-TZVPD basis set

HOMO	-0.2895	hartree
largest force on an atom	0.0773	Eh/bohr
frontier orbital gap	8.95	eV

Structure (ORCA input):
```
! RIJCOSX wB97M-V def2-TZVPD def2/J DEFGRID3
* xyz 0 1
C -1.228 0.887 -0.160
C 1.705 -0.908 -0.211
C -0.263 -2.262 0.052
C -0.969 2.225 0.468
C 2.252 0.488 -0.474
N 0.246 -0.920 -0.154
N -2.500 0.399 -0.008
O -0.185 -0.106 0.953
H -0.909 0.832 -1.198
H -2.696 -0.460 -0.504
H -2.803 0.361 0.959
H 2.004 -1.587 -1.015
H 2.111 -1.286 0.740
H 0.063 -2.911 -0.763
H -1.354 -2.227 0.071
H 0.074 -2.670 1.015
H 0.084 2.473 0.380
H -1.566 2.972 -0.064
H -1.240 2.205 1.521
H 1.854 0.893 -1.406
H 3.339 0.455 -0.550
H 1.982 1.148 0.348
*
```

***

[4]
C4H6N2O | ωB97M-V with the def2-TZVPD basis set

HOMO	-0.2941	hartree
SMILES	Cc1ncc(O)[nH]1
largest force on an atom	0.0074	Eh/bohr
frontier orbital gap	8.71	eV

Structure (ORCA input):
```
! RIJCOSX wB97M-V def2-TZVPD def2/J DEFGRID3
* xyz 0 1
C -0.591 -2.074 0.416
C -0.340 -0.630 0.138
N -1.302 0.247 0.065
C -0.707 1.461 -0.197
C 0.645 1.301 -0.271
O 1.685 2.145 -0.477
N 0.888 -0.035 -0.057
H -1.660 -2.211 0.244
H -0.378 -2.344 1.456
H -0.038 -2.753 -0.242
H -1.303 2.351 -0.347
H 1.319 3.033 -0.579
H 1.782 -0.492 -0.149
*
```

***

[5]
C7H7N | ωB97M-V with the def2-TZVPD basis set

HOMO	-0.3180	hartree
largest force on an atom	0.0822	Eh/bohr
frontier orbital gap	8.83	eV

Structure (ORCA input):
```
! RIJCOSX wB97M-V def2-TZVPD def2/J DEFGRID3
* xyz 0 1
C -2.416 -1.167 0.335
C -3.287 -0.229 -0.131
C -1.078 -0.778 0.306
C -0.369 0.242 0.129
C -1.648 1.300 -0.560
C 1.981 -0.364 -0.037
C 0.966 0.780 -0.009
N -2.784 0.906 -0.601
H -2.801 -2.110 0.646
H -4.278 -0.424 -0.267
H 2.639 -0.245 -0.935
H 1.332 -1.316 -0.332
H 2.465 -0.532 0.880
H 0.965 1.181 -1.069
H 1.164 1.426 0.815
*
```

***

[6]
C45H73F3NO2P2Si | ωB97M-V with the def2-TZVPD basis set

HOMO	-0.3279	hartree
largest force on an atom	0.0533	Eh/bohr
frontier orbital gap	6.69	eV

Structure (ORCA input):
```
! RIJCOSX wB97M-V def2-TZVPD def2/J DEFGRID3
* xyz 1 1
C 4.685 2.547 1.047
C 4.646 1.338 2.017
N 4.471 1.694 3.433
C 3.099 1.844 3.809
C 2.304 2.806 3.365
C 0.876 2.803 3.818
O 0.259 3.811 4.105
C 0.293 1.392 3.907
C -0.994 1.178 3.483
C -1.863 2.325 2.993
C -2.574 2.943 4.249
F -2.361 2.137 5.370
C -1.454 -0.139 3.511
C -2.873 -0.361 3.020
C -3.011 -0.355 1.471
C -0.642 -1.177 3.961
P -1.345 -2.904 3.886
C -1.964 -3.302 2.195
C -2.668 -3.141 5.155
C 0.649 -0.924 4.447
C 1.568 -2.007 4.981
F 2.305 -1.588 6.044
F 0.889 -3.080 5.497
C 2.587 -2.574 3.974
C 1.980 -3.233 2.711
Si 1.975 -5.123 2.719
C 1.554 -5.907 4.376
C 0.598 -5.679 1.517
C 3.579 -5.894 2.090
C 3.711 -7.262 2.228
C 4.814 -7.954 1.800
C 5.831 -7.255 1.177
C 5.715 -5.903 1.048
C 4.614 -5.208 1.477
C 1.098 0.383 4.398
C 2.481 0.866 4.808
O 3.081 0.675 5.838
H 3.709 2.707 0.580
H 5.404 2.376 0.241
H 5.017 3.452 1.561
H 3.941 0.578 1.677
H 5.640 0.883 1.943
H 4.932 2.584 3.587
H 2.650 3.567 2.672
H -2.651 1.991 2.330
H -1.219 3.096 2.579
H -2.135 3.904 4.509
H -3.658 2.986 4.128
H -3.460 0.483 3.396
H -3.331 -1.255 3.435
H -3.164 0.641 1.054
H -2.088 -0.741 1.031
H -3.821 -1.025 1.180
H -3.027 -3.029 2.113
H -1.461 -2.726 1.418
H -1.894 -4.359 1.951
H -2.753 -2.323 5.870
H -3.619 -3.349 4.650
H -2.412 -4.051 5.697
H 3.252 -1.751 3.691
H 3.182 -3.270 4.571
H 0.998 -2.801 2.508
H 2.615 -2.930 1.865
H 1.658 -6.993 4.335
H 2.191 -5.499 5.167
H 0.526 -5.657 4.657
H -0.288 -5.835 2.137
H 0.436 -4.967 0.707
H 0.897 -6.662 1.140
H 2.911 -7.830 2.696
H 4.846 -9.029 1.931
H 6.696 -7.802 0.823
H 6.526 -5.375 0.552
H 4.546 -4.133 1.358
C -1.858 4.624 -0.659
C -1.385 5.025 -2.050
C -2.457 4.854 -3.126
C -2.730 3.403 -3.552
P -1.580 2.620 -4.687
C -1.336 3.764 -6.069
C -2.542 4.372 -6.802
C -3.331 3.474 -7.760
C -2.484 2.696 -8.760
C -2.334 1.156 -5.399
C -2.765 -0.049 -4.549
C -1.665 -0.981 -4.037
C -0.596 -1.347 -5.060
C 0.110 2.410 -4.104
C 0.575 1.453 -2.992
C -0.213 1.438 -1.671
C 0.526 2.126 -0.523
H -2.204 3.588 -0.625
H -1.042 4.727 0.055
H -2.677 5.264 -0.324
H -0.486 4.459 -2.306
H -1.083 6.074 -2.025
H -2.173 5.447 -3.999
H -3.393 5.283 -2.763
H -3.691 3.399 -4.080
H -2.897 2.769 -2.678
H -0.654 3.290 -6.779
H -0.764 4.598 -5.649
H -2.163 5.216 -7.383
H -3.238 4.798 -6.075
H -4.025 4.110 -8.312
H -3.973 2.787 -7.202
H -1.964 3.372 -9.441
H -3.117 2.043 -9.360
H -1.739 2.062 -8.275
H -1.739 0.832 -6.255
H -3.269 1.527 -5.827
H -3.440 -0.645 -5.168
H -3.362 0.297 -3.700
H -2.136 -1.899 -3.679
H -1.203 -0.540 -3.152
H -1.019 -1.935 -5.877
H 0.186 -1.942 -4.588
H -0.111 -0.467 -5.490
H 0.483 3.412 -3.871
H 0.671 2.124 -5.003
H 1.622 1.684 -2.785
H 0.605 0.443 -3.401
H -0.377 0.401 -1.368
H -1.205 1.876 -1.794
H 1.430 1.571 -0.264
H -0.103 2.164 0.368
H 0.817 3.146 -0.782
*
```

***

[7]
C36H58F2N10O13 | ωB97M-V with the def2-TZVPD basis set

HOMO	-0.3112	hartree
SMILES	C=CCC1=CC(=O)c2c(ON=O)c(N(C(=O)F)C(=O)F)cc(N)c2C1=O.CNC(C)=O.CNC(C)=O.CNC(C)=O.CNC(C)=O.CNC(C)=O.CNC(C)=O.CNC(C)=O
largest force on an atom	0.0266	Eh/bohr
frontier orbital gap	7.78	eV

Structure (ORCA input):
```
! RIJCOSX wB97M-V def2-TZVPD def2/J DEFGRID3
* xyz 0 1
C -3.560 1.697 4.407
C -3.365 0.418 4.060
C -2.520 0.019 2.853
C -1.231 0.790 2.844
C -1.051 1.932 2.184
C 0.242 2.644 2.274
O 0.722 3.256 1.353
C 0.925 2.482 3.606
C 1.661 3.496 4.183
O 1.846 4.706 3.546
N 0.890 5.687 4.070
O 1.387 6.720 4.166
C 2.242 3.311 5.431
N 2.967 4.425 5.994
C 4.275 4.583 5.424
O 5.021 3.714 5.139
F 4.541 5.871 5.223
C 3.002 4.531 7.378
O 3.951 4.804 8.035
F 1.796 4.326 7.917
C 2.120 2.103 6.077
C 1.388 1.060 5.513
N 1.283 -0.137 6.223
C 0.770 1.267 4.279
C -0.090 0.231 3.629
O 0.101 -0.960 3.715
H -3.713 2.464 3.653
H -3.538 2.030 5.438
H -3.811 -0.361 4.664
H -3.058 0.210 1.921
H -2.281 -1.039 2.942
H -1.842 2.379 1.596
H 2.588 1.929 7.038
H 0.669 -0.799 5.773
H 2.177 -0.566 6.412
C 0.534 2.360 -1.807
C -0.814 1.939 -2.339
O -1.474 1.056 -1.801
N -1.285 2.573 -3.441
C -0.652 3.632 -4.199
H 0.764 1.767 -0.927
H 1.311 2.196 -2.556
H 0.524 3.412 -1.519
H -2.194 2.242 -3.745
H -1.287 4.519 -4.205
H -0.505 3.313 -5.233
H 0.310 3.893 -3.772
C 1.641 -1.888 -0.579
C 2.622 -0.865 -0.054
O 2.321 -0.086 0.837
N 3.858 -0.838 -0.611
C 4.399 -1.675 -1.672
H 0.708 -1.777 -0.035
H 1.449 -1.730 -1.641
H 2.021 -2.900 -0.429
H 4.458 -0.132 -0.214
H 5.271 -2.211 -1.309
H 4.707 -1.054 -2.511
H 3.655 -2.390 -2.010
C -4.774 1.740 -2.041
C -5.038 1.942 -3.513
O -4.189 1.690 -4.363
N -6.254 2.410 -3.884
C -7.378 2.756 -3.036
H -3.760 1.362 -1.916
H -4.867 2.683 -1.502
H -5.476 1.017 -1.622
H -6.359 2.518 -4.881
H -8.244 2.145 -3.295
H -7.642 3.805 -3.176
H -7.135 2.594 -1.992
C -6.818 -0.297 7.415
C -6.919 0.034 5.944
O -5.955 -0.034 5.198
N -8.133 0.419 5.471
C -9.379 0.560 6.199
H -5.794 -0.582 7.632
H -7.079 0.568 8.025
H -7.477 -1.127 7.670
H -8.132 0.626 4.484
H -10.138 -0.100 5.776
H -9.741 1.587 6.129
H -9.244 0.309 7.245
C 9.026 -3.338 -3.061
C 8.253 -2.112 -2.635
O 7.052 -1.991 -2.839
N 8.944 -1.129 -2.005
C 10.356 -1.091 -1.675
H 8.344 -4.029 -3.545
H 9.814 -3.071 -3.766
H 9.470 -3.833 -2.197
H 8.375 -0.339 -1.747
H 10.485 -0.993 -0.596
H 10.830 -0.235 -2.157
H 10.854 -1.996 -2.004
C 5.591 -6.907 -6.719
C 4.748 -6.673 -5.485
O 4.026 -7.541 -5.024
N 4.825 -5.447 -4.902
C 5.622 -4.303 -5.306
H 5.420 -7.923 -7.061
H 5.312 -6.216 -7.515
H 6.651 -6.785 -6.493
H 4.240 -5.354 -4.087
H 6.292 -4.017 -4.496
H 4.967 -3.456 -5.518
H 6.204 -4.528 -6.194
C -5.181 -3.862 -5.472
C -5.955 -2.624 -5.082
O -7.162 -2.537 -5.253
N -5.256 -1.602 -4.532
C -3.832 -1.514 -4.252
H -5.876 -4.581 -5.894
H -4.422 -3.625 -6.218
H -4.699 -4.307 -4.601
H -5.828 -0.806 -4.297
H -3.680 -1.349 -3.185
H -3.414 -0.669 -4.797
H -3.315 -2.422 -4.544
*
```

***

[8]
C7H33NO9 | ωB97M-V with the def2-TZVPD basis set

HOMO	-0.2675	hartree
SMILES	CCC/C(C)=C(/C)N.O.O.O.O.O.O.O.O.O
largest force on an atom	0.0561	Eh/bohr
frontier orbital gap	7.41	eV

Structure (ORCA input):
```
! RIJCOSX wB97M-V def2-TZVPD def2/J DEFGRID3
* xyz 0 1
C 2.179 -0.752 -2.022
C 2.400 -0.895 -0.522
C 1.114 -1.114 0.262
N 0.410 1.563 -0.375
C 0.531 1.253 0.954
C 0.808 -0.033 1.282
C 0.943 -0.530 2.690
C 0.463 2.364 1.957
H 3.084 -0.760 -2.651
H 1.561 -1.607 -2.215
H 1.610 0.135 -2.419
H 3.091 -0.118 -0.161
H 2.923 -1.822 -0.449
H 1.054 -2.084 0.710
H 0.209 -1.162 -0.378
H -0.236 2.290 -0.588
H 0.267 0.866 -1.132
H 0.422 -1.476 2.589
H 0.422 -0.055 3.545
H 2.057 -0.461 2.780
H -0.400 3.007 1.795
H 1.399 2.947 1.940
H 0.318 2.019 2.980
H -1.999 2.632 -2.063
H -2.179 4.051 -1.676
O -1.946 3.215 -1.240
H -0.493 1.800 -3.387
H -1.507 0.831 -3.350
O -1.451 1.807 -3.242
H -3.762 0.893 0.210
H -2.305 1.100 0.389
O -2.936 0.381 0.293
H -3.263 -2.637 -0.954
H -2.617 -3.880 -1.437
O -3.080 -3.107 -1.772
H -3.220 -1.670 3.194
H -2.173 -2.554 3.705
O -2.561 -2.292 2.866
H -0.618 -1.640 -3.328
H -1.761 -1.746 -2.310
O -1.204 -1.083 -2.770
H 3.870 2.169 -0.580
H 2.377 2.133 -0.694
O 3.101 2.705 -0.368
H 4.544 -0.035 1.791
H 3.512 -0.390 2.901
O 4.451 -0.408 2.670
H -2.150 -1.891 0.388
H -1.341 -2.726 1.249
O -1.450 -2.554 0.308
*
```

***

[9]
C8H16NO2S | ωB97M-V with the def2-TZVPD basis set

HOMO (alpha / beta)	-0.1036 / -0.1036	hartree
largest force on an atom	0.0648	Eh/bohr
frontier orbital gap (alpha / beta)	4.28 / 5.06	eV

Structure (ORCA input):
```
! RIJCOSX wB97M-V def2-TZVPD def2/J DEFGRID3
* xyz -1 1
C -0.855 -0.080 -0.470
C 0.462 2.025 -0.142
C -0.775 1.293 0.035
C 0.178 -1.134 -0.044
C 1.623 1.403 0.523
C 0.121 -2.347 -0.992
C -0.123 -1.586 1.427
C 2.923 1.971 0.141
N 1.517 -0.533 -0.120
O 2.441 -1.304 0.277
O -1.789 2.119 -0.484
S -5.159 -0.788 0.308
H -1.739 -0.567 -0.117
H -0.938 -0.029 -1.524
H 0.732 2.468 -1.191
H 0.267 2.892 0.455
H -0.816 1.300 1.091
H 1.206 -2.432 -1.344
H -0.368 -2.257 -2.003
H -0.259 -3.301 -0.464
H -0.964 -2.289 1.601
H -0.043 -0.669 2.045
H 0.793 -2.224 1.740
H 3.674 1.126 0.120
H 3.527 2.629 0.744
H 2.772 2.416 -0.886
H -2.590 1.678 -0.216
H -5.819 -1.778 -0.509
*
```

***

[10]
C4H3PS | ωB97M-V with the def2-TZVPD basis set

HOMO	-0.3240	hartree
SMILES	C=CP=C=C=S
largest force on an atom	0.0300	Eh/bohr
frontier orbital gap	6.91	eV

Structure (ORCA input):
```
! RIJCOSX wB97M-V def2-TZVPD def2/J DEFGRID3
* xyz 0 1
C -2.806 -1.424 -0.086
C -1.854 -2.127 0.398
C 0.220 0.036 -0.397
C -0.884 0.281 0.287
P -2.591 0.228 -0.415
S -0.599 -2.876 0.939
H 1.191 0.020 0.074
H 0.201 -0.192 -1.451
H -0.842 0.527 1.344
*
```

***

[11]
C32H20Cl2NO9PSV | ωB97M-V with the def2-TZVPD basis set

HOMO (alpha / beta)	-0.3834 / -0.3834	hartree
largest force on an atom	0.0465	Eh/bohr
frontier orbital gap (alpha / beta)	4.01 / 4.00	eV

Structure (ORCA input):
```
! RIJCOSX wB97M-V def2-TZVPD def2/J DEFGRID3
* xyz 1 1
V 0.515 -0.103 0.755
O 3.374 -2.257 1.938
S 2.916 -1.201 1.123
O 2.008 -0.165 1.897
O 1.997 -1.485 -0.021
C 4.210 -0.191 0.568
C 5.507 -0.484 0.940
C 6.508 0.416 0.582
C 6.187 1.574 -0.099
C 4.871 1.852 -0.466
C 3.861 0.955 -0.153
P 2.138 1.240 -0.689
C 1.906 2.983 -0.503
C 2.287 3.559 0.721
C 2.054 4.899 0.953
C 1.452 5.669 -0.039
C 1.067 5.100 -1.245
C 1.277 3.752 -1.481
C 2.055 0.756 -2.409
C 2.856 1.428 -3.333
C 2.858 1.030 -4.658
C 2.064 -0.033 -5.064
C 1.255 -0.695 -4.150
C 1.250 -0.301 -2.822
H 5.724 -1.378 1.501
H 7.532 0.214 0.854
H 6.963 2.283 -0.345
H 4.643 2.773 -0.986
H 2.751 2.955 1.497
H 2.314 5.342 1.903
H 1.276 6.719 0.139
H 0.576 5.701 -1.994
H 0.935 3.303 -2.404
H 3.470 2.269 -3.028
H 3.476 1.552 -5.373
H 2.075 -0.347 -6.099
H 0.631 -1.514 -4.467
H 0.606 -0.822 -2.120
Cl -4.724 -5.046 2.636
C -3.568 -3.909 2.068
C -2.215 -4.109 2.327
C -1.286 -3.178 1.862
Cl 0.390 -3.396 2.218
C -1.713 -2.082 1.151
O -0.801 -1.170 0.717
C -3.061 -1.844 0.928
C -3.586 -0.563 0.364
O -2.994 0.482 0.427
C -3.992 -2.774 1.368
H -1.878 -4.970 2.884
H -4.592 -0.633 -0.080
H -5.044 -2.607 1.186
O -0.218 5.736 3.604
C -0.439 4.773 4.341
O -0.440 4.611 5.548
C -0.542 3.482 3.547
C -0.289 2.245 4.140
C -0.142 1.127 3.355
N -0.278 1.204 2.014
C -0.666 2.381 1.449
C -0.798 3.526 2.174
C -0.917 2.247 -0.004
O -1.493 3.015 -0.698
O -0.352 1.084 -0.447
H -0.163 2.206 5.215
H 0.118 0.155 3.759
H -1.049 4.465 1.696
*
```